# 1
Entry from OMol25: a molecular structure, C37H47BCeN8PS5 (the ωB97M-V functional and the def2-TZVPD basis).

Computed properties:
F_max in eV/Å: 0.99
Kohn-Sham gap (spin up / spin down) in eV: 6.00 / 5.99
Spin multiplicity: 1
Charge: +1
HOMO level (spin up / spin down) in eV: -10.42 / -10.42
Molar mass in g/mol: 946.08

XYZ file:
```
100
C37H47BCeN8PS5, DFT the ωB97M-V functional and the def2-TZVPD basis
Ce -0.68 -0.60 -0.07
C 2.54 3.83 -2.48
C 2.65 2.55 -3.32
C 1.32 2.28 -4.00
C 3.71 2.70 -4.41
N 3.13 1.47 -2.39
C 4.37 1.61 -1.80
C 4.58 0.53 -1.02
N 3.47 -0.28 -1.11
B 3.45 -1.56 -0.23
N 2.57 -2.68 -0.89
C 2.99 -3.13 -2.12
C 2.01 -3.87 -2.64
N 0.96 -3.88 -1.74
C 1.34 -3.16 -0.66
S 0.47 -3.01 0.86
C -0.32 -4.59 -2.12
C -1.49 -4.29 -1.20
C -0.02 -6.09 -2.11
C -0.70 -4.11 -3.53
N 3.06 -1.27 1.24
C 3.48 -2.15 2.22
C 2.90 -1.78 3.38
N 2.13 -0.67 3.12
C 2.24 -0.36 1.81
S 1.49 0.98 1.00
C 1.26 0.01 4.15
C 1.47 -0.69 5.49
C -0.20 -0.15 3.75
C 1.67 1.48 4.29
C 2.58 0.31 -1.93
S 1.02 -0.33 -2.36
H 2.13 4.63 -3.10
H 3.50 4.16 -2.10
H 1.87 3.66 -1.64
H 1.13 3.12 -4.66
H 0.49 2.21 -3.30
H 1.34 1.37 -4.60
H 3.40 3.48 -5.11
H 3.82 1.77 -4.97
H 4.69 2.98 -4.02
H 5.01 2.45 -2.00
H 5.42 0.26 -0.41
H 4.58 -1.97 -0.20
H 3.96 -2.88 -2.51
H 1.97 -4.40 -3.58
H -1.35 -4.67 -0.19
H -2.37 -4.76 -1.64
H -1.69 -3.22 -1.14
H 0.28 -6.41 -1.12
H 0.76 -6.35 -2.82
H -0.92 -6.64 -2.39
H -0.84 -3.02 -3.54
H -1.64 -4.58 -3.81
H 0.04 -4.37 -4.28
H 4.14 -2.96 2.00
H 2.99 -2.22 4.36
H 1.18 -1.74 5.46
H 0.84 -0.20 6.22
H 2.51 -0.62 5.83
H -0.45 -1.21 3.60
H -0.43 0.42 2.85
H -0.84 0.23 4.54
H 2.74 1.56 4.46
H 1.16 1.89 5.16
H 1.40 2.06 3.42
S -2.70 -0.48 -1.87
C -4.19 -0.75 -0.99
C -5.38 -0.60 -1.71
C -6.61 -0.77 -1.10
C -7.81 -0.60 -1.87
N -8.76 -0.45 -2.50
C -6.67 -1.09 0.28
C -5.51 -1.24 0.99
C -4.25 -1.08 0.39
S -2.85 -1.30 1.40
C -7.94 -1.26 0.94
N -8.94 -1.40 1.48
H -5.34 -0.36 -2.76
H -5.56 -1.49 2.04
C -3.51 2.33 0.61
P -1.70 2.18 0.45
C -1.36 3.15 -1.06
C -1.07 3.20 1.80
C -1.69 3.14 3.05
C -1.22 3.90 4.11
C -0.12 4.72 3.94
C 0.52 4.78 2.71
C 0.05 4.02 1.64
H -3.87 1.76 1.47
H -3.98 1.93 -0.28
H -3.79 3.38 0.73
H -1.76 4.17 -0.95
H -1.85 2.66 -1.90
H -0.29 3.20 -1.26
H -2.56 2.51 3.20
H -1.73 3.86 5.07
H 0.25 5.32 4.76
H 1.38 5.42 2.57
H 0.55 4.08 0.69
```


# 2
Entry from OMol25: a molecular structure, C37H47N5O2Ru (the ωB97M-V functional and the def2-TZVPD basis).

Computed properties:
Energy above the lowest of the compared OMol25 structures with the same formula, charge and spin in kJ/mol: 0.0
F_max in eV/Å: 4.46
Kohn-Sham gap (spin up / spin down) in eV: 7.38 / 4.16
Spin multiplicity: 5
Charge: +2
HOMO level (spin up / spin down) in eV: -13.67 / -13.88
Molar mass in g/mol: 694.89

XYZ file:
```
92
C37H47N5O2Ru, DFT the ωB97M-V functional and the def2-TZVPD basis
Ru 8.86 11.95 11.13
C 5.53 13.11 13.36
C 6.87 13.52 12.77
C 7.84 13.92 13.89
C 6.83 14.62 11.75
C 5.75 15.52 11.68
C 5.76 16.55 10.74
C 6.81 16.68 9.85
C 7.91 15.81 9.87
C 8.91 15.90 8.75
C 8.22 15.92 7.38
C 9.78 17.16 8.88
C 7.93 14.82 10.89
N 9.04 13.96 11.01
C 10.33 14.45 10.90
O 10.67 15.63 11.18
C 11.26 13.43 10.44
C 12.59 13.60 10.05
C 13.30 12.50 9.57
C 12.71 11.22 9.52
C 11.39 11.08 9.95
N 10.71 12.18 10.37
C 10.55 9.89 9.95
O 10.85 8.79 9.41
N 9.34 10.15 10.58
C 8.10 9.52 10.38
C 7.37 9.88 9.24
C 6.15 9.22 9.02
C 5.69 8.25 9.92
C 6.43 7.94 11.05
C 7.66 8.57 11.31
C 8.50 8.15 12.48
C 7.75 8.22 13.81
C 9.06 6.73 12.22
C 7.82 10.94 8.28
C 7.83 10.45 6.82
C 6.95 12.20 8.44
H 5.62 12.16 13.89
H 4.76 12.98 12.60
H 5.17 13.84 14.08
H 7.38 12.64 12.22
H 7.56 14.91 14.27
H 8.87 14.02 13.54
H 7.80 13.24 14.72
H 4.93 15.40 12.37
H 4.92 17.23 10.69
H 6.79 17.48 9.12
H 9.55 15.00 8.75
H 7.92 16.92 7.10
H 7.33 15.29 7.33
H 8.89 15.56 6.59
H 9.15 18.05 8.86
H 10.47 17.26 8.04
H 10.37 17.16 9.80
H 13.02 14.59 10.13
H 14.33 12.62 9.22
H 13.24 10.35 9.17
H 5.56 9.48 8.16
H 4.75 7.75 9.73
H 6.06 7.19 11.74
H 9.37 8.83 12.50
H 6.90 7.55 13.83
H 7.36 9.22 14.01
H 8.39 7.96 14.65
H 8.26 5.99 12.17
H 9.75 6.43 13.00
H 9.60 6.70 11.28
H 8.86 11.23 8.51
H 6.84 10.22 6.45
H 8.43 9.55 6.72
H 8.26 11.19 6.16
H 5.90 11.98 8.28
H 7.25 12.98 7.76
H 7.02 12.63 9.46
N 9.25 11.30 13.25
C 9.48 11.00 14.37
N 9.67 10.66 15.65
C 8.92 11.38 16.68
C 8.91 10.57 17.96
C 8.90 9.07 17.63
C 10.26 8.70 17.00
C 10.77 9.78 16.05
H 7.92 11.55 16.29
H 9.36 12.38 16.80
H 8.04 10.87 18.54
H 9.78 10.84 18.57
H 8.07 8.82 16.96
H 8.71 8.48 18.52
H 10.24 7.73 16.51
H 11.02 8.60 17.78
H 11.18 9.35 15.13
H 11.55 10.41 16.49
```


# 3
Entry from OMol25: a molecular structure, C37H48BrN3O3SSiTi (the ωB97M-V functional and the def2-TZVPD basis).

Computed properties:
Energy above the lowest of the compared OMol25 structures with the same formula, charge and spin in kJ/mol: 275.3
F_max in eV/Å: 3.76
Kohn-Sham gap in eV: 7.26
Spin multiplicity: 1
Charge: +2
HOMO level in eV: -14.12
Molar mass in g/mol: 770.73

XYZ file:
```
95
C37H48BrN3O3SSiTi, DFT the ωB97M-V functional and the def2-TZVPD basis
Ti 0.74 0.07 1.99
O 4.09 -1.26 2.18
C 3.41 -0.56 1.47
O 2.42 0.18 1.97
C 3.56 -0.44 -0.01
C 4.82 -0.66 -0.55
C 5.01 -0.55 -1.92
C 3.95 -0.21 -2.74
C 2.69 0.03 -2.20
C 2.50 -0.08 -0.84
H 5.64 -0.92 0.10
H 5.99 -0.71 -2.35
H 4.10 -0.13 -3.80
H 1.87 0.32 -2.84
H 1.51 0.12 -0.41
C 2.48 3.26 -0.39
C 1.65 3.78 0.78
C 1.44 5.29 0.61
C 2.47 3.55 2.06
Si -0.06 2.87 0.93
O 0.11 1.21 0.94
C -1.41 3.01 -0.39
C -2.22 4.13 -0.56
C -3.25 4.13 -1.49
C -3.46 3.01 -2.29
C -2.65 1.90 -2.15
C -1.64 1.90 -1.20
C -0.54 3.08 2.77
C -1.24 4.16 3.30
C -1.35 4.35 4.67
C -0.77 3.45 5.55
C -0.06 2.36 5.05
C 0.05 2.20 3.68
H 3.40 3.83 -0.47
H 1.95 3.33 -1.34
H 2.75 2.21 -0.22
H 2.40 5.80 0.64
H 0.82 5.70 1.41
H 0.98 5.51 -0.35
H 3.48 3.95 1.92
H 2.58 2.48 2.28
H 2.03 4.06 2.92
H -2.05 5.01 0.04
H -3.89 4.99 -1.60
H -4.26 3.01 -3.02
H -2.80 1.04 -2.78
H -1.01 1.03 -1.09
H -1.69 4.88 2.63
H -1.89 5.20 5.06
H -0.84 3.60 6.61
H 0.43 1.68 5.73
H 0.72 1.39 3.29
Br 0.81 -1.39 4.40
C -1.00 -1.32 3.76
C -2.02 -2.08 4.30
C -3.29 -1.93 3.74
C -3.48 -1.01 2.72
C -2.38 -0.30 2.24
N -1.15 -0.47 2.75
H -1.84 -2.78 5.10
H -4.10 -2.54 4.11
H -4.45 -0.85 2.29
H -2.46 0.41 1.42
C -2.75 -4.06 0.57
C -3.43 -3.58 -0.71
C -2.52 -3.56 -1.94
C -1.66 -2.30 -2.06
N -0.82 -2.03 -0.90
C 0.30 -2.62 -0.48
S 0.79 -2.24 1.15
N 1.06 -3.49 -1.10
C 0.99 -4.03 -2.45
C 1.61 -3.06 -3.47
C 1.55 -3.63 -4.89
C 0.15 -3.60 -5.49
H -3.47 -4.06 1.38
H -1.91 -3.43 0.87
H -2.38 -5.07 0.45
H -3.87 -2.59 -0.57
H -4.26 -4.27 -0.91
H -3.14 -3.59 -2.84
H -1.91 -4.46 -1.93
H -2.32 -1.44 -2.15
H -1.04 -2.35 -2.96
H -1.23 -1.41 -0.21
H 1.89 -3.74 -0.58
H -0.04 -4.26 -2.71
H 1.56 -4.96 -2.45
H 2.64 -2.87 -3.19
H 1.07 -2.11 -3.45
H 1.93 -4.65 -4.89
H 2.21 -3.03 -5.52
H -0.55 -4.22 -4.93
H 0.18 -3.99 -6.50
H -0.24 -2.58 -5.54
```


# 4
Entry from OMol25: a molecular structure, C37H48BrN8O2PPd (the ωB97M-V functional and the def2-TZVPD basis).

Computed properties:
F_max in eV/Å: 2.63
Kohn-Sham gap (spin up / spin down) in eV: 6.04 / 5.99
Spin multiplicity: 1
HOMO level (spin up / spin down) in eV: -7.44 / -7.44
Molar mass in g/mol: 854.14

XYZ file:
```
98
C37H48BrN8O2PPd, DFT the ωB97M-V functional and the def2-TZVPD basis
Pd -0.28 -0.36 -1.17
O -1.59 0.03 -4.32
C -1.85 1.30 -4.69
C -1.84 1.62 -6.05
C -2.14 2.90 -6.46
C -2.45 3.88 -5.53
C -2.45 3.57 -4.18
C -2.16 2.29 -3.75
C -2.18 1.97 -2.25
O -2.16 0.66 -1.95
N -1.04 2.69 -1.62
N 0.14 2.14 -1.55
C 1.10 2.75 -0.94
C 2.43 2.25 -0.88
Br 2.63 0.45 -1.55
C 3.52 2.87 -0.40
C 3.60 4.26 0.00
C 4.44 4.62 1.06
C 4.54 5.94 1.47
C 3.80 6.93 0.84
C 3.00 6.59 -0.24
C 2.90 5.28 -0.66
H -1.77 0.05 -3.32
H -1.60 0.84 -6.75
H -2.13 3.14 -7.51
H -2.69 4.89 -5.86
H -2.70 4.33 -3.45
H -3.08 2.46 -1.81
H -1.22 3.57 -1.14
H 0.93 3.70 -0.42
H 4.44 2.30 -0.30
H 5.01 3.86 1.56
H 5.20 6.20 2.28
H 3.86 7.95 1.17
H 2.45 7.36 -0.76
H 2.31 5.04 -1.53
N 0.08 0.03 0.77
P -0.43 -1.09 1.72
N -1.88 -1.86 1.31
C -2.92 -1.12 0.62
C -3.31 -1.85 -0.66
C -3.71 -3.29 -0.37
C -2.62 -3.99 0.43
C -2.28 -3.19 1.68
N 0.65 -2.36 1.96
C 0.89 -3.10 3.18
C 2.33 -2.93 3.67
C 3.31 -3.29 2.56
C 3.02 -2.47 1.31
C 1.56 -2.69 0.89
N -0.63 -0.59 3.34
C 0.42 0.30 3.79
C 0.13 1.75 3.44
C -1.22 2.16 4.02
C -2.30 1.22 3.49
C -1.93 -0.22 3.83
H -2.52 -0.13 0.37
H -3.80 -0.99 1.28
H -2.43 -1.83 -1.31
H -4.11 -1.31 -1.15
H -3.90 -3.82 -1.31
H -4.64 -3.30 0.20
H -1.72 -4.09 -0.18
H -2.95 -5.00 0.71
H -1.48 -3.66 2.24
H -3.17 -3.15 2.33
H 0.71 -4.17 2.99
H 0.19 -2.75 3.93
H 2.49 -3.56 4.54
H 2.49 -1.89 3.97
H 3.21 -4.35 2.31
H 4.33 -3.12 2.89
H 3.68 -2.76 0.50
H 3.17 -1.41 1.52
H 1.42 -3.73 0.58
H 1.30 -2.03 0.05
H 1.35 -0.02 3.31
H 0.52 0.18 4.88
H 0.12 1.84 2.35
H 0.93 2.39 3.83
H -1.45 3.20 3.75
H -1.18 2.10 5.11
H -2.37 1.31 2.41
H -3.27 1.47 3.93
H -2.67 -0.91 3.42
H -1.92 -0.35 4.93
N 3.71 -5.27 -1.96
C 2.71 -4.78 -2.22
C 1.47 -4.15 -2.50
C 0.34 -4.88 -2.87
C -0.81 -4.16 -3.17
C -0.80 -2.78 -3.03
N 0.26 -2.09 -2.60
C 1.39 -2.77 -2.39
H 0.37 -5.96 -2.94
H -1.70 -4.66 -3.51
H -1.67 -2.20 -3.32
H 2.27 -2.20 -2.13
```


# 5
Entry from OMol25: a molecular structure, C37H49BrN3O9PSSiTl (the ωB97M-V functional and the def2-TZVPD basis).

Computed properties:
Energy above the lowest of the compared OMol25 structures with the same formula, charge and spin in kJ/mol: 0.0
F_max in eV/Å: 4.09
Kohn-Sham gap in eV: 8.16
Spin multiplicity: 1
Charge: -1
HOMO level in eV: -5.91
Molar mass in g/mol: 1055.23

XYZ file:
```
103
C37H49BrN3O9PSSiTl, DFT the ωB97M-V functional and the def2-TZVPD basis
Tl -1.94 1.00 -0.08
O 0.39 3.39 2.23
S -1.03 3.38 2.63
O -1.81 4.54 2.19
O -1.66 2.09 2.18
C -0.94 3.45 4.45
C -1.47 4.55 5.24
C -1.22 4.50 6.62
C -0.58 3.43 7.22
C -0.24 2.33 6.47
C -0.33 2.38 5.09
P 0.44 1.03 4.06
C -0.62 -0.33 4.56
C -1.90 -0.16 5.06
C -2.62 -1.26 5.58
C -2.11 -2.54 5.40
C -0.84 -2.73 4.83
C -0.14 -1.62 4.40
C 1.89 0.86 5.12
C 2.37 -0.30 5.77
C 3.65 -0.32 6.28
C 4.57 0.73 6.05
C 4.09 1.90 5.50
C 2.77 1.96 5.09
H -1.92 5.41 4.64
H -1.37 5.35 7.29
H -0.46 3.50 8.30
H -0.03 1.33 6.89
H -2.27 0.84 5.04
H -3.58 -1.08 6.03
H -2.74 -3.34 5.67
H -0.24 -3.71 4.81
H 0.81 -1.76 3.95
H 1.74 -1.18 5.89
H 3.95 -1.19 6.83
H 5.60 0.74 6.30
H 4.69 2.78 5.42
H 2.40 2.96 4.84
O -2.41 4.98 -4.98
C -2.86 5.73 -4.04
O -3.54 6.75 -4.09
C -2.75 5.06 -2.63
C -3.14 5.58 -1.39
N -2.77 4.77 -0.38
N -2.12 3.71 -0.86
C -2.06 3.89 -2.21
C -1.27 2.85 -2.97
O -1.27 2.89 -4.26
O -0.63 2.03 -2.27
H -2.04 3.98 -4.74
H -3.67 6.51 -1.22
H -2.73 4.95 0.62
C -2.13 -4.68 -4.25
C -0.64 -4.74 -3.89
C 0.06 -5.28 -5.14
C -0.60 -5.58 -2.61
Si -0.02 -2.99 -3.34
Br -1.28 -2.50 -1.50
C -0.57 -1.58 -4.70
C -2.05 -1.29 -4.49
C -0.36 -2.09 -6.17
C 0.19 -0.25 -4.61
C 1.83 -2.95 -2.72
C 1.91 -3.31 -1.25
C 2.68 -3.91 -3.58
C 2.49 -1.54 -2.84
H -2.49 -5.67 -4.31
H -2.40 -4.12 -5.17
H -2.66 -4.26 -3.36
H -0.54 -5.01 -6.03
H 0.10 -6.36 -5.04
H 1.12 -4.95 -5.19
H -0.70 -6.71 -2.85
H -1.32 -5.24 -1.86
H 0.38 -5.61 -2.04
H -2.74 -2.15 -4.72
H -2.39 -0.51 -5.20
H -2.27 -1.00 -3.48
H -0.99 -2.93 -6.41
H 0.66 -2.40 -6.48
H -0.61 -1.32 -6.98
H 0.16 0.27 -3.65
H -0.15 0.37 -5.40
H 1.23 -0.36 -4.87
H 1.36 -4.15 -0.89
H 1.72 -2.37 -0.67
H 3.01 -3.52 -1.06
H 2.42 -4.99 -3.43
H 3.71 -3.73 -3.30
H 2.56 -3.65 -4.62
H 1.85 -0.73 -2.36
H 2.59 -1.33 -3.91
H 3.49 -1.51 -2.38
N 1.28 3.06 -0.39
C 2.28 2.06 -0.08
C 1.69 0.63 0.07
O 2.52 -0.31 0.23
O 0.44 0.52 0.04
H 1.78 3.84 -0.79
H 0.80 3.27 0.50
H 0.64 2.66 -1.16
H 2.83 2.27 0.80
H 3.10 2.00 -0.90
```